1.
Molecular formula: C4H4N2O
Method: DFT, ωB97M-V/def2-TZVPD

CARTESIAN COORDINATES (ANGSTROEM)
C  0.66833  -1.68453  0.03729
H  0.67365  -2.76990  0.05747
H  2.16875  1.18183  0.00394
H  -2.35843  -0.56359  -0.01643
H  -2.17868  1.92936  -0.05737
N  2.42205  0.19970  0.02331
N  -0.28158  -0.78195  0.01014
O  -0.15668  1.94327  -0.03730
C  1.63662  -0.70835  0.03092
C  -1.36561  -0.10407  -0.01386
C  -1.22843  1.35822  -0.03811

Values from the calculation:
- frontier orbital gap (Ha) = 0.3112
- E_LUMO (Ha) = 0.0047
- electronic energy (hartree) = -339.4303
- net charge = 0

2.
Molecular formula: C2H3BrF2O2
Method: DFT, ωB97M-V/def2-TZVPD

CARTESIAN COORDINATES (ANGSTROEM)
C  0.53831  -0.01712  0.87437
Br  -0.26142  1.44831  2.01076
H  -1.93275  -0.43750  -0.53533
O  -1.81399  0.30892  -1.15164
F  0.14886  -0.76113  -1.81582
O  1.86363  -0.21542  0.84933
H  -0.21898  1.16795  -1.86175
H  2.23521  -0.66093  1.61180
C  -0.54819  0.29550  -1.41146
F  -0.01067  -1.12858  1.42973

Values from the calculation:
- frontier orbital gap (spin up / spin down) (Ha) = 0.2851 / 0.3136
- E_LUMO (spin up / spin down) (Ha) = -0.0157 / 0.0038
- electronic energy (hartree) = -3002.1060
- net charge = 0

3.
Molecular formula: C5H9N2O2
Method: DFT, ωB97M-V/def2-TZVPD

CARTESIAN COORDINATES (ANGSTROEM)
H  0.68574  1.27658  -2.25526
H  -1.32613  -1.64704  1.41917
H  2.68654  1.45508  2.24408
N  -0.02323  0.02684  -0.93017
H  -2.53590  -1.51561  -0.65349
C  1.78258  1.70219  1.67013
C  -0.81443  -0.84668  -1.86441
N  -0.94976  -1.32109  0.47560
C  -0.19788  -0.23397  0.35436
C  -1.48598  -1.77419  -0.80823
H  -0.24555  -1.22893  -2.66441
H  1.63728  2.86005  1.92153
C  0.62717  0.97499  2.13554
H  1.95803  1.51937  0.62755
H  -1.20632  -2.78000  -0.97422
O  -0.04704  0.72513  3.03122
H  -1.51280  -0.09591  -2.42169
O  0.96766  0.90317  -1.30729

Values from the calculation:
- frontier orbital gap (Ha) = 0.3431
- E_LUMO (Ha) = -0.1323
- electronic energy (hartree) = -455.5195
- net charge = +1